C64H160O32 | the ωB97M-V functional and the def2-TZVPD basis

max |F|	2.9	eV/Å
LUMO energy	0.632	eV

Last columns: bonded neighbours and bond lengths (Å).
Geometry (Å):
1 C -4.35523 0.47915 -0.02760  O2 1.383, H7 1.032, H8 1.098, H9 1.104
2 O -3.48603 1.42176 0.49124  C1 1.383, C3 1.402
3 C -3.12622 2.44435 -0.39818  O2 1.402, C4 1.545, H10 1.120, H11 1.079
4 C -2.32756 3.47128 0.43601  C3 1.545, O5 1.397, H12 1.117, H13 1.077
5 O -1.87882 4.50214 -0.39360  C4 1.397, C6 1.393
6 C -0.70617 4.25411 -1.10342  O5 1.393, H14 1.087, H15 1.098, H16 1.079
7 H -4.54148 -0.33075 0.58345  C1 1.032
8 H -4.02126 0.11124 -1.00648  C1 1.098
9 H -5.34806 0.94038 -0.16691  C1 1.104
10 H -4.03178 2.89200 -0.88139  C3 1.120
11 H -2.44860 2.05505 -1.14243  C3 1.079
12 H -1.44408 2.96425 0.89535  C4 1.117
13 H -2.87175 4.00266 1.19785  C4 1.077
14 H 0.20814 4.20706 -0.51718  C6 1.087
15 H -0.49235 5.12666 -1.73545  C6 1.098
16 H -0.84249 3.34631 -1.66953  C6 1.079
17 C 0.49153 3.22503 3.48826  O18 1.446, H23 1.132, H24 1.102, H25 1.095
18 O 1.69115 2.55654 3.93939  C17 1.446, C19 1.432
19 C 1.91649 2.57613 5.35308  O18 1.432, C20 1.537, H26 1.091, H27 1.078
20 C 1.22320 1.42035 6.09090  C19 1.537, O21 1.422, H28 1.104, H29 1.081
21 O -0.17527 1.53305 6.32224  C20 1.422, C22 1.387
22 C -0.57887 2.63020 7.06858  O21 1.387, H30 1.094, H31 1.100, H32 1.113
23 H 0.19556 2.89769 2.44572  C17 1.132
24 H 0.55476 4.32451 3.51839  C17 1.102
25 H -0.31165 2.88985 4.15250  C17 1.095
26 H 1.67388 3.53109 5.82185  C19 1.091
27 H 2.97476 2.39013 5.44101  C19 1.078
28 H 1.77992 1.31500 7.03870  C20 1.104
29 H 1.33128 0.49196 5.54826  C20 1.081
30 H -1.58603 2.42115 7.44040  C22 1.094
31 H -0.59042 3.56940 6.49563  C22 1.100
32 H 0.08216 2.76577 7.95392  C22 1.113
33 C -8.05635 -0.51907 0.96238  O34 1.410, H39 1.081, H40 1.093, H41 1.075
34 O -6.89463 -1.20753 1.36856  C33 1.410, C35 1.417
35 C -7.10813 -2.43132 2.05033  O34 1.417, C36 1.516, H42 1.070, H43 1.141
36 C -5.80705 -2.81992 2.72348  C35 1.516, O37 1.484, H44 1.119, H45 1.083
37 O -4.92949 -3.23779 1.60234  C36 1.484, C38 1.404
38 C -3.58288 -3.33820 1.98613  O37 1.404, H46 1.087, H47 1.127, H48 1.067
39 H -8.79007 -1.14116 0.46892  C33 1.081
40 H -7.70669 0.18626 0.20374  C33 1.093
41 H -8.46174 0.03434 1.78945  C33 1.075
42 H -7.41510 -3.21465 1.38884  C35 1.070
43 H -7.82838 -2.22626 2.91053  C35 1.141
44 H -5.95837 -3.70798 3.38645  C36 1.119
45 H -5.45042 -1.93462 3.23546  C36 1.083
46 H -3.41683 -4.01990 2.81650  C38 1.087
47 H -3.12174 -2.32585 2.16808  C38 1.127
48 H -3.12716 -3.73636 1.10705  C38 1.067
49 C 0.33457 -3.16319 3.79007  O50 1.390, H55 1.133, H56 1.070, H57 1.091
50 O 0.58945 -2.36280 4.89804  C49 1.390, C51 1.422
51 C -0.25019 -2.69761 5.99553  O50 1.422, C52 1.491, H58 1.100, H59 1.097
52 C 0.21967 -2.03243 7.24481  C51 1.491, O53 1.427, H60 1.118, H61 1.093
53 O 1.15502 -2.88200 7.90709  C52 1.427, C54 1.391
54 C 1.70108 -2.18282 8.97863  O53 1.391, H62 1.044, H63 1.114, H64 1.086
55 H -0.76137 -3.27380 3.52621  C49 1.133
56 H 0.75046 -4.14229 3.90225  C49 1.070
57 H 0.78300 -2.67090 2.92606  C49 1.091
58 H -0.26194 -3.76043 6.27781  C51 1.100
59 H -1.27679 -2.43888 5.70770  C51 1.097
60 H -0.66283 -1.93797 7.92428  C52 1.118
61 H 0.57178 -1.01386 7.06249  C52 1.093
62 H 2.24541 -2.86698 9.54932  C54 1.044
63 H 0.91376 -1.70455 9.60469  C54 1.114
64 H 2.39001 -1.38568 8.71736  C54 1.086
65 C 2.81006 -2.68653 -1.12284  O66 1.396, H71 1.094, H72 1.097, H73 1.049
66 O 2.54718 -3.37969 0.05986  C65 1.396, C67 1.423
67 C 3.35879 -2.83213 1.09262  O66 1.423, C68 1.539, H74 1.117, H75 1.088
68 C 4.83558 -3.24496 0.96071  C67 1.539, O69 1.427, H76 1.101, H77 1.093
69 O 5.59872 -2.97087 2.13473  C68 1.427, C70 1.381
70 C 6.94910 -2.77923 1.91594  O69 1.381, H78 1.145, H79 1.064, H80 1.082
71 H 3.87430 -2.82253 -1.33548  C65 1.094
72 H 2.61584 -1.61230 -1.01072  C65 1.097
73 H 2.22406 -3.11659 -1.87977  C65 1.049
74 H 2.97551 -3.32736 2.01736  C67 1.117
75 H 3.23629 -1.75556 1.19469  C67 1.088
76 H 5.20233 -2.57741 0.16612  C68 1.101
77 H 4.97652 -4.23315 0.51658  C68 1.093
78 H 7.56680 -3.74007 1.99067  C70 1.145
79 H 7.32434 -2.06997 2.61416  C70 1.064
80 H 7.08240 -2.33163 0.94024  C70 1.082
81 C 3.50239 1.50119 -2.76023  O82 1.453, H87 1.119, H88 1.041, H89 1.082
82 O 3.95576 0.13522 -2.95891  C81 1.453, C83 1.419
83 C 4.03623 -0.22995 -4.32757  O82 1.419, C84 1.487, H90 1.115, H91 1.100
84 C 4.26901 -1.69138 -4.47327  C83 1.487, O85 1.405, H92 1.090, H93 1.081
85 O 3.14924 -2.53480 -4.38254  C84 1.405, C86 1.420
86 C 3.46902 -3.90530 -4.18982  O85 1.420, H94 1.050, H95 1.130, H96 1.101
87 H 2.55492 1.66407 -3.33280  C81 1.119
88 H 4.20930 2.17646 -3.11852  C81 1.041
89 H 3.33054 1.71642 -1.71406  C81 1.082
90 H 4.86535 0.30124 -4.85005  C83 1.115
91 H 3.11873 0.07672 -4.85181  C83 1.100
92 H 5.01889 -1.97069 -3.73329  C84 1.090
93 H 4.76702 -1.71532 -5.43213  C84 1.081
94 H 2.57342 -4.41988 -4.00122  C86 1.050
95 H 4.23070 -4.02804 -3.36418  C86 1.130
96 H 3.75575 -4.37843 -5.14134  C86 1.101
97 C 0.66004 3.85916 -5.06143  O98 1.390, H103 1.069, H104 1.092, H105 1.124
98 O 0.95031 2.53353 -5.36444  C97 1.390, C99 1.423
99 C -0.02195 1.98551 -6.24687  O98 1.423, C100 1.474, H106 1.095, H107 1.107
100 C 0.02718 0.51199 -6.24220  C99 1.474, O101 1.416, H108 1.119, H109 1.071
101 O 1.16984 0.03545 -6.92938  C100 1.416, C102 1.363
102 C 1.44765 -1.29897 -6.95992  O101 1.363, H110 1.061, H111 1.059, H112 1.100
103 H 1.30832 4.18069 -4.27521  C97 1.069
104 H -0.38641 4.05129 -4.81493  C97 1.092
105 H 0.83795 4.53769 -5.93966  C97 1.124
106 H -0.09568 2.43605 -7.24216  C99 1.095
107 H -0.98305 2.14861 -5.72297  C99 1.107
108 H -0.84030 0.10674 -6.82207  C100 1.119
109 H -0.04069 0.11408 -5.25047  C100 1.071
110 H 1.81018 -1.72085 -6.05627  C102 1.061
111 H 2.21095 -1.41162 -7.68594  C102 1.059
112 H 0.63604 -1.96199 -7.29563  C102 1.100
113 C -7.31740 0.61268 4.73117  O114 1.425, H119 1.146, H120 1.099, H121 1.118
114 O -6.39581 0.59519 5.81750  C113 1.425, C115 1.383
115 C -5.26304 -0.18489 5.67161  O114 1.383, C116 1.455, H122 1.122, H123 1.121
116 C -4.33831 0.19625 4.61441  C115 1.455, O117 1.394, H124 1.117, H125 1.091
117 O -3.86841 1.50218 4.74414  C116 1.394, C118 1.433
118 C -2.89587 1.90050 3.77042  O117 1.433, H126 1.090, H127 1.078, H128 1.087
119 H -7.75982 -0.43054 4.55808  C113 1.146
120 H -6.93064 1.03500 3.79332  C113 1.099
121 H -8.21004 1.24800 4.95340  C113 1.118
122 H -5.57405 -1.24277 5.46343  C115 1.122
123 H -4.79358 -0.23328 6.68813  C115 1.121
124 H -4.72692 0.00119 3.58505  C116 1.117
125 H -3.51919 -0.50575 4.77725  C116 1.091
126 H -1.95115 1.36576 3.86481  C118 1.090
127 H -2.84641 2.97512 3.84409  C118 1.078
128 H -3.28897 1.62276 2.79613  C118 1.087
129 C 1.18222 6.06388 1.65169  O130 1.404, H135 1.086, H136 1.089, H137 1.128
130 O 1.76124 6.80989 0.61332  C129 1.404, C131 1.383
131 C 1.23890 8.06784 0.37406  O130 1.383, C132 1.476, H138 1.099, H139 1.102
132 C 2.24007 9.03683 -0.11386  C131 1.476, O133 1.409, H140 1.129, H141 1.102
133 O 3.16682 9.29977 0.91392  C132 1.409, C134 1.385
134 C 4.24601 10.07499 0.52457  O133 1.385, H142 1.103, H143 1.088, H144 1.086
135 H 1.34512 6.51608 2.62597  C129 1.086
136 H 1.69032 5.10105 1.63165  C129 1.089
137 H 0.07518 5.87031 1.55101  C129 1.128
138 H 0.80991 8.46698 1.30327  C131 1.099
139 H 0.42063 7.95157 -0.35487  C131 1.102
140 H 1.63716 9.94826 -0.39627  C132 1.129
141 H 2.77084 8.61771 -0.98408  C132 1.102
142 H 4.92851 10.18836 1.38325  C134 1.103
143 H 3.87100 11.05920 0.25160  C134 1.088
144 H 4.78620 9.67150 -0.32688  C134 1.086
145 C 8.02561 -1.47743 5.54911  O146 1.372, H151 1.100, H152 1.116, H153 1.111
146 O 7.00645 -0.55991 5.58294  C145 1.372, C147 1.427
147 C 5.83627 -0.96166 6.29436  O146 1.427, C148 1.522, H154 1.072, H155 1.090
148 C 4.79341 0.14551 6.35969  C147 1.522, O149 1.462, H156 1.108, H157 1.095
149 O 4.18846 0.44010 5.06169  C148 1.462, C150 1.423
150 C 3.53346 -0.62715 4.38628  O149 1.423, H158 1.118, H159 1.090, H160 1.094
151 H 7.89388 -2.33514 4.87356  C145 1.100
152 H 8.17649 -1.78334 6.61190  C145 1.116
153 H 8.98752 -0.98427 5.29439  C145 1.111
154 H 6.14691 -1.22195 7.28696  C147 1.072
155 H 5.39139 -1.84987 5.84587  C147 1.090
156 H 5.19210 1.11024 6.72996  C148 1.108
157 H 4.05450 -0.14358 7.11448  C148 1.095
158 H 2.68670 -0.24077 3.76654  C150 1.118
159 H 3.11172 -1.27107 5.15829  C150 1.090
160 H 4.18283 -1.24113 3.75457  C150 1.094
161 C -0.33449 -2.80886 -4.31186  O162 1.404, H167 1.128, H168 1.064, H169 1.065
162 O -1.39802 -3.17772 -3.47352  C161 1.404, C163 1.389
163 C -2.50052 -2.33596 -3.53684  O162 1.389, C164 1.495, H170 1.117, H171 1.111
164 C -3.42674 -2.80835 -2.46237  C163 1.495, O165 1.408, H172 1.120, H173 1.122
165 O -4.69084 -2.21348 -2.63675  C164 1.408, C166 1.404
166 C -5.63423 -2.46711 -1.62836  O165 1.404, H174 1.090, H175 1.101, H176 1.133
167 H -0.57636 -2.97547 -5.40078  C161 1.128
168 H 0.44349 -3.51006 -4.12496  C161 1.064
169 H 0.01690 -1.82459 -4.10473  C161 1.065
170 H -3.05588 -2.34464 -4.50565  C163 1.117
171 H -2.18793 -1.29282 -3.31586  C163 1.111
172 H -2.92003 -2.51756 -1.50673  C164 1.120
173 H -3.46892 -3.92726 -2.53243  C164 1.122
174 H -5.96620 -3.49869 -1.51564  C166 1.090
175 H -6.56859 -1.99654 -1.97083  C166 1.101
176 H -5.36245 -1.99311 -0.63579  C166 1.133
177 C -0.72642 -5.01041 -0.10011  O178 1.423, H183 1.117, H184 1.076, H185 1.062
178 O -0.32784 -5.09568 1.26281  C177 1.423, C179 1.460
179 C 0.26082 -6.41002 1.50479  O178 1.460, C180 1.536, H186 1.097, H187 1.096
180 C 1.65519 -6.54229 0.87331  C179 1.536, O181 1.425, H188 1.067, H189 1.073
181 O 1.73544 -7.83690 0.28271  C180 1.425, C182 1.420
182 C 2.96690 -7.95038 -0.41509  O181 1.420, H190 1.080, H191 1.088, H192 1.078
183 H 0.10788 -5.23392 -0.80800  C177 1.117
184 H -0.95294 -3.97422 -0.28319  C177 1.076
185 H -1.54169 -5.67476 -0.24583  C177 1.062
186 H -0.35565 -7.20183 1.06260  C179 1.097
187 H 0.42801 -6.45517 2.58738  C179 1.096
188 H 2.39101 -6.27965 1.60023  C180 1.067
189 H 1.75734 -5.77327 0.13151  C180 1.073
190 H 3.77076 -7.76599 0.28244  C182 1.080
191 H 3.01604 -7.24346 -1.24121  C182 1.088
192 H 2.94449 -8.97052 -0.76354  C182 1.078
193 C 4.75972 5.49573 0.58451  O194 1.366, H199 1.107, H200 1.108, H201 1.120
194 O 4.67095 4.13426 0.50929  C193 1.366, C195 1.425
195 C 4.00993 3.48463 1.59112  O194 1.425, C196 1.500, H202 1.081, H203 1.098
196 C 4.60619 2.12259 1.78676  C195 1.500, O197 1.412, H204 1.079, H205 1.096
197 O 4.30228 1.19107 0.77005  C196 1.412, C198 1.408
198 C 5.22378 0.12658 0.77093  O197 1.408, H206 1.094, H207 1.092, H208 1.104
199 H 5.60060 5.73874 -0.09326  C193 1.107
200 H 4.92299 5.82262 1.63058  C193 1.108
201 H 3.82627 5.98907 0.20971  C193 1.120
202 H 2.94096 3.49619 1.43288  C195 1.081
203 H 4.26329 4.02253 2.51470  C195 1.098
204 H 4.25100 1.69820 2.71264  C196 1.079
205 H 5.68450 2.30177 1.86928  C196 1.096
206 H 4.86979 -0.49211 -0.05892  C198 1.094
207 H 5.13087 -0.55929 1.61531  C198 1.092
208 H 6.22308 0.52975 0.53237  C198 1.104
209 C -4.25582 -0.28109 -7.62262  O210 1.390, H215 1.115, H216 1.076, H217 1.113
210 O -3.48143 -1.17559 -8.35231  C209 1.390, C211 1.358
211 C -3.03575 -2.27606 -7.69392  O210 1.358, C212 1.481, H218 1.136, H219 1.096
212 C -2.23040 -3.13123 -8.59646  C211 1.481, O213 1.443, H220 1.115, H221 1.090
213 O -1.42140 -3.96628 -7.74172  C212 1.443, C214 1.408
214 C -0.65036 -4.83362 -8.53837  O213 1.408, H222 1.116, H223 1.081, H224 1.114
215 H -5.26828 -0.66019 -7.34892  C209 1.115
216 H -4.47949 0.64828 -8.11653  C209 1.076
217 H -3.75082 -0.18523 -6.63509  C209 1.113
218 H -3.92399 -2.83941 -7.26432  C211 1.136
219 H -2.48373 -1.97849 -6.79448  C211 1.096
220 H -1.68915 -2.48944 -9.33022  C212 1.115
221 H -2.92291 -3.73270 -9.18454  C212 1.090
222 H 0.11380 -5.29741 -7.87063  C214 1.116
223 H -0.22730 -4.32433 -9.39334  C214 1.081
224 H -1.28526 -5.63499 -8.98167  C214 1.114
225 C -4.84458 1.08758 -4.10168  O226 1.414, H231 1.050, H232 1.109, H233 1.109
226 O -3.61524 1.67215 -3.71767  C225 1.414, C227 1.409
227 C -3.36655 2.96297 -4.22371  O226 1.409, C228 1.588, H234 1.103, H235 1.115
228 C -3.48932 3.25685 -5.77960  C227 1.588, O229 1.414, H236 1.122, H237 1.115
229 O -4.81060 3.28465 -6.28299  C228 1.414, C230 1.411
230 C -5.55827 4.46853 -6.11166  O229 1.411, H238 1.077, H239 1.118, H240 1.104
231 H -5.07840 0.29080 -3.45833  C225 1.050
232 H -4.85371 0.72518 -5.14960  C225 1.109
233 H -5.66052 1.83551 -4.17550  C225 1.109
234 H -2.35786 3.15354 -3.82080  C227 1.103
235 H -4.12669 3.64891 -3.78310  C227 1.115
236 H -2.94200 2.45704 -6.34489  C228 1.122
237 H -3.02483 4.25614 -5.95242  C228 1.115
238 H -6.58243 4.13645 -6.08932  C230 1.077
239 H -5.44539 5.16526 -6.97876  C230 1.118
240 H -5.44367 4.97994 -5.13967  C230 1.104
241 C 1.26356 0.31558 1.39456  O242 1.429, H247 1.086, H248 1.068, H249 1.129
242 O 0.72233 -0.95406 1.02311  C241 1.429, C243 1.420
243 C -0.63223 -0.72565 0.66450  O242 1.420, C244 1.519, H250 1.124, H251 1.119
244 C -0.75825 -0.48806 -0.83030  C243 1.519, O245 1.463, H252 1.105, H253 1.103
245 O -0.28190 0.84237 -1.21061  C244 1.463, C246 1.382
246 C -0.23053 0.90775 -2.58990  O245 1.382, H254 1.118, H255 1.109, H256 1.120
247 H 0.86149 0.61585 2.35717  C241 1.086
248 H 1.01364 0.96303 0.58318  C241 1.068
249 H 2.38897 0.24439 1.44268  C241 1.129
250 H -1.04760 0.05643 1.35644  C243 1.124
251 H -1.20586 -1.66817 0.85118  C243 1.119
252 H -1.80985 -0.50665 -1.17076  C244 1.105
253 H -0.24198 -1.32136 -1.33506  C244 1.103
254 H 0.38402 0.10436 -3.06639  C246 1.118
255 H 0.14086 1.88299 -2.96401  C246 1.109
256 H -1.27639 0.72144 -2.94321  C246 1.120